Entry from the Open Molecules 2025 dataset: the molecule C2H4N2O3 in a non-equilibrium geometry (the ωB97M-V functional and the def2-TZVPD basis).

Values from the calculation:
ΔE to the lowest compared entry with this formula, charge and spin (kJ/mol): 543.81
Kohn-Sham gap (Eh): 0.387
Charge: 0
SMILES: O=C1NOCON1
Max |F| (eV Å⁻¹): 5.941
E_HOMO (Ha): -0.364

```
11
Properties=species:S:1:pos:R:3:lowdin_charge:R:1
O 0.23184 1.02492 -0.97440 -0.0766
O 1.14220 -2.05547 -0.08073 0.0349
O -0.98964 0.71680 0.87804 -0.0741
N 0.17994 -0.21151 1.18803 0.1331
N -0.26519 -0.35071 -1.03386 0.0875
C -0.55973 1.60041 0.03422 -0.3510
C 0.40215 -1.01098 0.00252 -0.4334
H 0.09202 -0.58554 -1.97682 0.1618
H -0.19639 -0.79030 2.09144 0.2174
H -1.55027 1.88842 -0.40048 0.1539
H 0.12174 2.39647 0.40286 0.1465
```

Entry from the Open Molecules 2025 dataset: a structure of composition C21H24Cl3GeN4SiV in a non-equilibrium geometry (the ωB97M-V functional and the def2-TZVPD basis).

Values from the calculation:
Kohn-Sham gap (alpha / beta) (Eh): 0.252 / 0.207
Charge: +1
Expectation value of S²: 3.8442
2S+1: 4
Max |F| (eV Å⁻¹): 1.562
E_HOMO (alpha / beta) (Ha): -0.425 / -0.430

```
55
Properties=species:S:1:pos:R:3:mulliken_spin:R:1
Ge -2.87462 1.02769 0.22409 -0.0056
V -0.29645 0.23867 -0.25747 1.9805
Cl -4.70458 0.15252 -0.49307 0.0023
Cl -1.51130 0.57359 -2.08030 0.0541
Cl -3.25838 3.15090 -0.06319 -0.0005
Si 2.30764 -1.49406 -1.72319 0.0053
N 0.88986 1.34272 2.11119 0.2473
N -0.80835 -1.65787 0.45216 0.3903
N 0.44996 0.29712 1.56024 -0.1829
N 0.19498 2.24799 0.05177 -0.0132
C 4.03202 -1.14046 -2.32312 -0.0033
C 0.07772 3.28603 -0.77630 0.0378
C -3.04133 -3.37226 -1.90193 -0.0354
C 0.81146 -2.25641 4.22733 0.1502
C -1.97458 -2.65460 -1.40032 0.0900
C -0.36811 -3.18871 2.33666 0.1631
C 1.12160 4.74963 0.80141 -0.0090
C -4.04314 -3.82464 -1.04881 0.1137
C 0.18003 -3.33164 3.59058 -0.0730
C 1.30318 -2.15913 -3.16176 0.0000
C 2.40285 -2.75672 -0.34807 0.0002
C -0.28831 -1.93886 1.68336 -0.0218
C 1.61419 0.12762 -1.07214 -0.1297
C 0.41652 -0.88847 2.32652 0.1138
C 1.24838 3.67568 1.66896 0.0444
C -3.98015 -3.55484 0.31404 -0.0438
C 0.93559 -1.02717 3.59675 -0.0501
C 0.53764 4.54891 -0.43817 0.0338
C 0.78137 2.44565 1.25071 -0.0176
C -2.90494 -2.86040 0.83096 0.1082
C -1.88132 -2.42243 -0.02497 -0.0084
H -1.20143 -2.28529 -2.05701 0.0221
H 1.97547 -2.35677 -3.99929 0.0001
H -0.40430 3.08647 -1.72343 -0.0005
H 4.49693 -2.03375 -2.74617 -0.0011
H 2.84815 -2.31876 0.55007 -0.0008
H 0.42031 5.35935 -1.14258 0.0012
H -4.88683 -4.36963 -1.45008 0.0036
H -3.10122 -3.56955 -2.96339 -0.0008
H 0.55161 -1.44850 -3.51434 0.0005
H 1.69483 3.76458 2.64861 0.0001
H -0.81685 -4.02960 1.82828 -0.0018
H 3.03001 -3.59995 -0.64525 0.0000
H 4.01108 -0.37668 -3.10433 -0.0003
H 1.60950 0.83866 -1.90712 0.0071
H 1.42397 -3.16141 -0.08422 0.0042
H -4.78109 -3.86850 0.96901 0.0009
H 1.47202 5.73029 1.09215 0.0001
H 0.80494 -3.10117 -2.92722 0.0003
H 4.67607 -0.77892 -1.51889 0.0002
H 1.22506 -2.39071 5.21733 0.0038
H -2.87922 -2.60123 1.88143 0.0009
H 0.13523 -4.29065 4.08792 -0.0004
H 2.33482 0.49503 -0.33106 0.0168
H 1.43742 -0.19612 4.07081 0.0030
```

Entry from the Open Molecules 2025 dataset: a structure of composition C30H33Cl2N5O6PPbS (the ωB97M-V functional and the def2-TZVPD basis).

Values from the calculation:
ΔE to the lowest compared entry with this formula, charge and spin (kJ/mol): 30.43
Kohn-Sham gap (Eh): 0.318
Charge: +1
Max |F| (eV Å⁻¹): 0.477
E_HOMO (Ha): -0.402

```
79
Properties=species:S:1:pos:R:3:lowdin_charge:R:1
Pb -0.00331 1.21703 1.62380 1.3396
Cl 0.63867 3.58776 3.43427 0.5107
Cl -1.41377 2.35020 5.12360 0.5215
S -0.61663 -0.63836 -1.21521 0.4209
P 1.56647 -2.50064 -0.13542 0.9745
O -1.25815 -1.85867 -1.59671 -0.2526
O -1.32651 0.09832 -0.17326 -0.4381
O 0.04761 0.14415 -2.20151 -0.2381
O 0.71308 -1.17845 -0.23661 -0.4167
O -1.48254 3.35013 -0.98821 0.0232
O 2.39777 1.70233 0.62219 -0.1105
N -2.08785 2.33870 1.72319 0.0481
N 0.49328 2.60077 -0.13706 0.0209
N -1.01837 -2.52003 1.70358 0.1436
N 2.49286 2.88918 -1.33225 -0.0410
N -4.20695 2.38363 0.49192 -0.0557
C -5.97676 4.06059 0.64200 -0.1747
C 0.09840 -3.61010 3.50967 -0.0227
C 1.05950 -3.37980 -2.70830 -0.0877
C 0.45969 -4.88206 -0.90837 -0.0533
C -0.84097 3.84760 4.38704 -0.9787
C 3.26525 -1.99573 -0.33794 -0.2718
C 2.46255 -3.77101 2.09145 -0.0787
C 3.92761 2.67670 -1.46177 0.0026
C 1.81904 2.37527 -0.25655 -0.5724
C -6.06950 4.05406 -0.88377 -0.1948
C -0.07545 -5.76510 -1.83334 -0.0520
C 1.03352 -3.68808 -1.34548 -0.2850
C 0.48351 3.81002 -2.21001 0.0288
C 2.40188 -4.30386 3.35808 -0.0737
C -5.48465 2.70991 1.14469 -0.1255
C 0.12743 -3.08414 2.20873 -0.2984
C 5.10751 -0.70643 0.50663 -0.0609
C 1.80220 3.60678 -2.28379 -0.0364
C 4.00588 -2.32692 -1.47088 -0.0519
C -3.10508 2.35294 1.16771 -0.2329
C 5.84558 -1.03851 -0.62247 -0.0578
C 3.81591 -1.17937 0.65161 -0.0792
C 1.20690 -4.20393 4.06870 -0.0575
C 0.53007 -4.26984 -3.62248 -0.0475
C 5.29695 -1.84268 -1.61069 -0.0568
C 1.35015 -3.14247 1.50685 -0.2398
C -4.71344 3.71198 -1.50237 -0.1698
C -4.20099 2.37709 -0.98330 -0.1266
C -0.27003 3.25422 -1.09219 -0.4761
C -0.04287 -5.45745 -3.18494 -0.0460
H 0.45069 -5.13468 0.14362 0.1101
H -5.34278 2.69649 2.22413 0.1277
H 1.14096 -4.60653 5.07090 0.1149
H -4.78593 3.66053 -2.58964 0.1204
H -0.04997 4.36015 -2.96798 0.1174
H 2.40455 3.98767 -3.09738 0.1336
H -6.80995 3.31004 -1.19649 0.1163
H 5.53620 -0.07419 1.27224 0.1177
H -0.47408 -6.14349 -3.90143 0.1144
H 4.48398 3.54118 -1.09706 0.1019
H -1.15465 -2.43062 0.70955 0.0620
H 4.17195 2.50434 -2.50827 0.0963
H 3.38837 -3.82899 1.53299 0.1133
H -3.18500 2.17682 -1.31753 0.0984
H 0.54894 -4.03061 -4.67661 0.1165
H -0.59511 4.54775 5.17619 0.0328
H 3.26631 -4.78303 3.79371 0.1096
H -6.94150 4.28718 1.09816 0.1163
H -0.52188 -6.68969 -1.49446 0.1131
H -3.98116 4.48500 -1.25661 0.1154
H -0.82740 -3.55591 4.06952 0.1173
H 3.59036 -2.97845 -2.22604 0.1003
H 3.23784 -0.90968 1.52557 0.1166
H -6.19562 1.92202 0.88148 0.1301
H -5.26723 4.83070 0.95827 0.1202
H -1.86512 -2.70615 2.21379 0.1116
H 1.46023 -2.43408 -3.05208 0.1182
H -1.60030 4.22441 3.71275 0.0185
H 6.85640 -0.66808 -0.73097 0.1134
H 4.20003 1.80599 -0.87558 0.0727
H -6.41660 5.02247 -1.24390 0.1130
H -4.85677 1.56092 -1.29824 0.1337
H 5.87876 -2.10514 -2.48345 0.1128
```

Entry from the Open Molecules 2025 dataset: the molecule C5H7N (the ωB97M-V functional and the def2-TZVPD basis).

Values from the calculation:
ΔE to the lowest compared entry with this formula, charge and spin (kJ/mol): 62.83
Kohn-Sham gap (Eh): 0.336
Charge: 0
SMILES: Cc1cc[nH]c1
Max |F| (eV Å⁻¹): 0.942
E_HOMO (Ha): -0.295

```
13
Properties=species:S:1:pos:R:3:lowdin_charge:R:1
N -0.22400 1.29706 -1.24205 0.0020
C 1.17949 0.08512 -0.04209 -0.0829
C -0.45509 -1.43125 1.17297 -0.0660
C -0.92018 0.19545 -0.79558 -0.1000
C -0.09234 -0.55667 0.00308 -0.3008
C 1.02887 1.29309 -0.66734 -0.1334
H -1.97153 0.08143 -1.01253 0.1117
H 0.19488 -2.29813 1.31861 0.0721
H 2.09091 -0.25966 0.42630 0.1010
H -1.48939 -1.76867 1.14635 0.0681
H 1.63996 2.18502 -0.52792 0.1098
H -0.60547 2.00079 -1.85638 0.1421
H -0.37610 -0.82360 2.07658 0.0765
```

Entry from the Open Molecules 2025 dataset: the molecule C5H8N2 in a non-equilibrium geometry (the ωB97M-V functional and the def2-TZVPD basis).

Values from the calculation:
ΔE to the lowest compared entry with this formula, charge and spin (kJ/mol): 39.18
Kohn-Sham gap (Eh): 0.344
Charge: 0
SMILES: CCc1cnc[nH]1
Max |F| (eV Å⁻¹): 2.192
E_HOMO (Ha): -0.312

```
15
Properties=species:S:1:pos:R:3:lowdin_charge:R:1
N 0.28997 1.08357 0.43296 0.0672
N 2.12066 0.03716 -0.21607 0.0412
C 1.66532 1.12518 0.36282 -0.1913
C -1.59096 -0.20257 -0.52854 -0.1824
C -2.39744 -1.05235 0.46473 -0.1129
C 1.03707 -0.71950 -0.54532 -0.1182
C -0.11956 -0.07956 -0.13120 -0.2811
H -2.12471 -2.10468 0.52726 0.0703
H 0.95626 -1.62853 -1.11834 0.1018
H -2.28262 -0.66856 1.48145 0.0689
H -0.24084 1.54127 1.15687 0.1521
H -2.05338 0.77900 -0.48375 0.1022
H -3.45144 -0.96528 0.18878 0.0671
H -1.62868 -0.62813 -1.52847 0.1065
H 2.19643 1.86641 0.93371 0.1087
```